One molecule with the formula C5H6O2. Source: the Open Molecules 2025 dataset; level of theory: the ωB97M-V functional and the def2-TZVPD basis.

CARTESIAN COORDINATES (ANGSTROEM)
O: 2.09 -1.07 0.54
O: 0.26 -1.27 -1.23
C: -1.06 1.90 -1.51
C: -0.68 -0.46 1.01
C: 1.40 -0.08 0.43
C: 0.14 -0.19 -0.36
C: -0.46 0.97 -1.04
H: 1.06 -1.73 -0.90
H: -1.20 0.45 1.29
H: -1.61 2.73 -1.91
H: 1.50 0.83 1.03
H: -1.35 -1.27 0.75
H: -0.10 -0.79 1.90

Calculated values
LUMO in Eh: 0.0316
Energy relative to the best compared isomer or geometry (same formula, charge and spin) in kcal per mole: 67.96
HOMO in Ha: -0.363
HOMO-LUMO gap in eV: 10.7
F_max in eV/Å: 0.8

One molecule with the formula CHBrO at a distorted geometry. Source: the Open Molecules 2025 dataset; level of theory: the ωB97M-V functional and the def2-TZVPD basis.

CARTESIAN COORDINATES (ANGSTROEM)
Br: 2.49 -0.14 0.01
O: 0.65 1.85 0.01
C: 0.82 0.69 -0.03
H: 0.14 -0.28 0.10

Calculated values
LUMO in Eh: 0.0193
Energy relative to the best compared isomer or geometry (same formula, charge and spin) in kcal per mole: 7.63
HOMO in Ha: -0.398
HOMO-LUMO gap in eV: 11.4
F_max in eV/Å: 2.9

A 10-piece molecular cluster, C36H85BrN12O12P overall at a distorted geometry. Source: the Open Molecules 2025 dataset; level of theory: the ωB97M-V functional and the def2-TZVPD basis.

CARTESIAN COORDINATES (ANGSTROEM)
Br: 2.37 -5.64 -1.13
P: 0.21 1.57 -0.35
O: 1.52 1.78 0.53
O: -0.69 -4.73 4.45
O: -1.29 0.45 3.65
O: -0.82 -7.76 -2.50
O: -1.03 1.44 0.64
O: -6.82 0.18 0.04
O: 0.09 2.62 -1.33
O: 5.96 2.49 0.70
O: -4.42 6.54 -7.20
O: -1.94 4.34 -6.08
O: -2.45 -3.90 9.13
O: 4.95 6.17 -5.33
N: -0.03 -3.17 0.56
N: 3.03 5.32 -6.15
N: -4.74 0.92 -0.28
N: -4.20 7.75 -9.08
N: 1.13 -8.79 -2.15
N: -2.99 5.40 -4.43
N: -0.15 -1.19 -0.59
N: -3.16 -0.51 2.86
N: 7.59 3.48 -0.48
N: -3.11 -2.51 10.77
N: 1.93 -2.24 -0.26
N: 0.37 -2.85 5.08
C: -3.60 8.17 -10.33
C: 6.59 3.50 0.42
C: -0.35 -3.98 5.36
C: -3.79 6.77 -8.23
C: -2.01 4.58 -4.89
C: -2.32 -0.17 3.88
C: 8.43 4.58 -0.94
C: 2.68 -1.82 0.94
C: 6.27 4.83 1.07
C: -3.26 5.81 -3.07
C: 0.59 -2.19 -0.13
C: 3.36 5.36 -3.73
C: -2.72 -0.58 5.27
C: -1.05 4.00 -3.88
C: -3.66 1.69 -0.89
C: -2.35 -3.54 10.30
C: 1.73 4.70 -6.06
C: -0.64 -10.00 -3.34
C: 4.20 -1.81 0.76
C: -1.40 -4.20 11.27
C: 2.11 -9.87 -2.19
C: 1.05 -5.50 0.29
C: -6.54 1.77 -1.72
C: -3.13 -1.95 12.10
C: 4.70 -2.78 -0.30
C: -4.43 -1.23 2.93
C: 0.86 -1.85 6.00
C: 0.28 0.02 -1.30
C: 1.64 -5.27 1.65
C: -0.13 -8.77 -2.64
C: -0.68 -4.24 6.80
C: -0.07 -4.54 -0.05
C: 3.86 5.66 -5.13
C: -2.56 5.99 -8.60
C: 4.63 -0.38 0.41
C: -6.07 0.89 -0.59
H: -3.20 2.32 -0.13
H: -0.26 -4.51 -1.11
H: 2.39 -0.83 1.29
H: -3.67 -0.13 5.55
H: 1.23 -0.08 -1.79
H: -1.58 3.38 -3.15
H: -2.83 -0.19 1.96
H: -0.95 -4.98 0.40
H: -1.95 -0.24 5.96
H: -4.31 8.05 -11.14
H: 5.60 -0.34 -0.06
H: -1.69 6.65 -8.66
H: 4.66 -3.80 0.06
H: 3.00 -9.54 -2.72
H: -3.20 6.90 -2.98
H: -1.94 -4.63 12.11
H: 0.57 -6.46 0.31
H: 1.87 -4.23 1.82
H: 7.76 2.57 -0.88
H: 5.98 5.57 0.32
H: 3.18 4.29 -3.60
H: -0.70 1.37 1.55
H: -0.67 -3.48 11.64
H: -2.80 -1.67 5.34
H: -1.29 -3.44 7.22
H: 2.54 -5.84 1.79
H: 5.45 4.69 1.76
H: -2.41 5.26 -7.81
H: 1.38 -7.92 -1.71
H: -1.14 -1.27 -0.47
H: -3.72 -2.12 10.07
H: -2.91 1.00 -1.28
H: -2.54 5.37 -2.38
H: -3.60 5.75 -5.17
H: -0.99 -2.90 0.71
H: 2.26 -1.83 -1.12
H: 1.73 3.75 -6.59
H: -4.13 -2.04 12.53
H: -0.51 4.79 -3.37
H: -1.66 -9.82 -3.67
H: 4.67 0.23 1.30
H: -4.51 0.31 0.48
H: 8.31 4.72 -2.02
H: -5.03 8.23 -8.76
H: -7.61 1.64 -1.84
H: -6.05 1.50 -2.66
H: -5.23 -0.61 2.54
H: 1.70 -10.74 -2.70
H: 3.40 5.54 -7.06
H: 2.44 5.90 -3.52
H: 1.46 4.53 -5.02
H: -0.03 -10.23 -4.21
H: 4.12 5.68 -3.03
H: 5.73 -2.56 -0.51
H: 3.92 0.09 -0.27
H: -2.68 5.47 -9.56
H: -0.88 -4.99 10.74
H: 1.95 -1.78 5.94
H: 0.97 5.35 -6.51
H: 0.23 -4.35 7.39
H: 8.15 5.50 -0.45
H: -0.45 0.19 -2.07
H: 4.64 -2.06 1.71
H: 1.43 1.45 1.43
H: -4.26 5.50 -2.77
H: 7.14 5.21 1.62
H: -4.37 -2.14 2.33
H: 9.47 4.37 -0.72
H: -4.03 2.31 -1.70
H: -6.34 2.82 -1.51
H: -2.72 7.57 -10.54
H: 2.39 -10.15 -1.18
H: 2.44 -2.51 1.73
H: -1.25 -5.16 6.87
H: -4.66 -1.50 3.95
H: 0.88 -5.55 2.37
H: 0.59 -2.10 7.02
H: -2.87 -0.89 12.07
H: -0.34 3.37 -4.41
H: 0.45 -0.87 5.75
H: -0.64 -10.86 -2.66
H: 4.17 -2.69 -1.24
H: -2.43 -2.46 12.75
H: 0.56 -2.73 4.10
H: -3.31 9.22 -10.27

Calculated values
LUMO in Eh: -0.1030
HOMO in Ha: -0.388
Charge: +1
HOMO-LUMO gap in eV: 7.7
F_max in eV/Å: 1.4

One molecule with the formula C26H34N2O5. Source: the Open Molecules 2025 dataset; level of theory: the ωB97M-V functional and the def2-TZVPD basis.

CARTESIAN COORDINATES (ANGSTROEM)
O: 1.81 -2.75 -3.54
O: -0.43 2.99 0.18
O: -0.45 -2.95 1.60
O: -0.20 0.14 -3.51
O: -0.71 4.33 1.91
N: -2.65 -2.52 1.52
N: 0.04 -2.46 -2.17
C: 1.77 0.37 -2.10
C: 0.79 -2.15 -3.25
C: 3.54 2.03 1.51
C: 0.34 -0.99 -4.15
C: 1.85 3.97 2.99
C: -2.72 -1.79 2.77
C: 0.46 0.68 -2.45
C: -1.98 0.42 1.76
C: -1.51 -3.05 1.03
C: 2.34 0.91 -0.97
C: -0.27 1.60 -1.69
C: -1.67 1.98 -2.06
C: 2.16 2.39 1.05
C: -0.39 -4.44 -0.76
C: 1.39 3.26 1.75
C: -1.70 -3.82 -0.29
C: -3.06 -0.32 2.53
C: 0.03 3.58 1.32
C: 0.60 -3.36 -1.18
C: 3.36 3.92 3.13
C: -1.20 -1.85 -1.77
C: 0.33 2.14 -0.54
C: 3.84 2.49 2.93
C: -3.74 -2.46 3.69
C: 1.63 1.80 -0.16
C: -2.23 -2.92 -1.41
H: 3.36 0.65 -0.73
H: -1.85 -0.01 0.77
H: -2.43 -4.62 -0.09
H: -1.60 -1.24 -2.58
H: -1.72 -1.86 3.21
H: 1.21 -0.73 -4.77
H: 0.88 -2.78 -0.29
H: -2.39 1.39 -1.49
H: -0.59 -5.11 -1.60
H: -2.43 -3.54 -2.29
H: 3.31 1.84 3.64
H: -4.74 -2.39 3.27
H: -2.23 1.47 1.64
H: 4.91 2.40 3.13
H: 3.82 4.56 2.37
H: -1.02 -1.21 -0.90
H: -3.74 -1.97 4.66
H: -1.84 3.03 -1.81
H: 3.66 4.29 4.11
H: -1.83 1.82 -3.11
H: 3.68 0.95 1.44
H: -3.52 -2.66 1.03
H: 1.50 -3.81 -1.61
H: -3.16 -2.43 -1.13
H: 2.35 -0.32 -2.70
H: 1.48 4.99 2.97
H: -3.20 0.17 3.50
H: 1.38 3.48 3.85
H: -0.46 -1.35 -4.82
H: -1.03 0.35 2.28
H: -4.01 -0.25 1.99
H: 0.06 -5.02 0.05
H: 4.26 2.49 0.82
H: -3.49 -3.51 3.84

Calculated values
LUMO in Eh: 0.0128
Energy relative to the best compared isomer or geometry (same formula, charge and spin) in kcal per mole: 0.45
HOMO in Ha: -0.303
HOMO-LUMO gap in eV: 8.6
F_max in eV/Å: 1.0